Molecular formula: C33H57N3O5SiSm
Method: DFT, wB97M-V/def2-TZVPD

Values from the calculation:
Expectation value of S² = 8.780
E_LUMO (alpha / beta) = -4.36 / -3.67 eV
M = 754.3 Da
Net charge = +1
Orbital gap (alpha / beta) = 3.5865 / 4.3246 eV
Multiplicity = 6

Last column: Mulliken charge in e.
Element x y z (Å)
O 0.860 -1.528 -1.370  0.15
O 0.848 -0.290 -6.173  -0.27
C 2.326 -1.806 -1.454  -0.52
C 2.736 -2.952 -0.553  -1.12
H 2.810 -0.862 -1.154  0.62
H 2.557 -1.999 -2.508  0.19
H 2.418 -2.784 0.482  0.14
H 3.826 -3.057 -0.563  0.50
H 2.316 -3.905 -0.893  0.29
C -0.015 -2.712 -1.508  0.57
C 0.101 -3.300 -2.894  -1.55
H -1.023 -2.339 -1.297  -0.28
H 0.256 -3.416 -0.712  0.09
H -0.220 -2.569 -3.647  0.31
H -0.542 -4.183 -2.975  0.45
H 1.132 -3.607 -3.105  0.35
C -0.214 0.302 -6.944  -0.25
C 1.799 -1.057 -6.926  -0.21
C -1.523 -0.457 -6.806  -1.12
H 0.061 0.373 -8.013  0.40
H -0.324 1.314 -6.527  0.27
H -1.432 -1.484 -7.178  0.33
H -2.292 0.048 -7.398  0.40
H -1.853 -0.484 -5.761  0.09
C 1.214 -2.219 -7.714  -1.26
H 2.507 -1.424 -6.174  0.28
H 2.331 -0.385 -7.620  0.29
H 0.619 -2.887 -7.082  0.25
H 2.039 -2.800 -8.135  0.41
H 0.595 -1.877 -8.551  0.34
H 1.538 1.409 -4.433  0.09
N -0.837 -1.054 2.009  1.90
C -1.843 -0.426 2.656  0.88
C -2.373 0.812 2.308  -1.23
C -2.411 1.548 1.112  1.20
C -2.431 -1.187 3.802  -1.97
H -1.681 -1.809 4.310  0.30
H -3.268 -1.839 3.480  0.20
H -2.819 -0.475 4.543  0.58
C -3.258 2.783 1.043  -1.64
H -3.909 2.790 0.154  0.31
H -2.621 3.684 1.019  0.21
H -3.914 2.840 1.920  0.50
N -1.636 1.253 0.042  1.20
C -0.504 -2.433 2.082  -0.47
C 0.761 -2.829 2.558  0.26
C 1.816 -1.875 3.018  -0.91
C 0.990 -4.205 2.657  -0.50
H 1.933 -4.546 3.104  0.49
C 0.025 -5.127 2.246  -0.87
H 0.228 -6.196 2.333  0.42
C -1.190 -4.702 1.702  -0.84
H -1.957 -5.411 1.378  0.49
C -1.462 -3.341 1.596  1.53
C -2.739 -2.837 0.996  -1.87
C -1.866 1.880 -1.244  -0.96
C -1.217 3.101 -1.563  1.55
C -0.238 3.719 -0.594  -1.54
C -1.545 3.719 -2.766  -0.94
H -1.101 4.692 -3.001  0.47
C -2.396 3.097 -3.683  -0.86
H -2.601 3.574 -4.640  0.49
C -2.989 1.866 -3.375  -1.03
H -3.663 1.387 -4.089  0.48
C -2.738 1.249 -2.156  0.66
C -3.368 -0.054 -1.783  -0.91
Sm 0.427 0.560 -0.516  1.05
H 2.725 -1.963 2.410  0.26
H 2.074 -2.067 4.069  0.42
H 1.491 -0.838 2.971  -0.05
H -2.646 -1.794 0.668  0.07
H -3.579 -2.891 1.700  0.41
H -3.038 -3.429 0.122  0.46
H 0.306 4.525 -1.105  0.43
H 0.549 3.041 -0.170  0.30
H -0.742 4.189 0.266  0.25
H -3.787 -0.045 -0.766  0.26
H -2.661 -0.898 -1.845  0.05
H -4.187 -0.274 -2.479  0.56
H -2.985 1.218 3.123  0.25
C 1.504 2.492 -4.216  0.17
Si 2.936 3.467 -4.968  0.22
H 0.544 2.866 -4.595  -0.06
H 1.497 2.629 -3.125  -0.17
C 4.444 2.346 -4.940  -0.95
C 3.309 5.039 -4.000  -1.03
C 2.547 3.952 -6.746  -1.00
H 3.359 4.563 -7.166  0.34
H 1.619 4.538 -6.807  0.34
H 2.430 3.059 -7.377  0.29
H 4.790 2.192 -3.908  0.30
H 5.271 2.775 -5.522  0.31
H 4.189 1.366 -5.367  0.26
H 3.328 4.843 -2.919  0.31
H 2.557 5.817 -4.194  0.32
H 4.292 5.442 -4.286  0.31
O 0.596 1.940 3.276  -0.51
N -0.052 1.314 4.144  0.35
O 0.458 0.700 5.088  -0.58
O 0.076 -0.280 1.363  -0.76

Molecular formula: C33H57N4NiOP2S
Method: DFT, wB97M-V/def2-TZVPD

Values from the calculation:
Expectation value of S² = 2.021
E_LUMO (alpha / beta) = -2.24 / -2.77 eV
M = 678.6 Da
Net charge = +1
Orbital gap (alpha / beta) = 7.0781 / 6.9723 eV
Multiplicity = 3

Last column: Mulliken charge in e.
Element x y z (Å)
C 2.399 -1.386 -1.130  -0.44
C 1.383 0.447 -2.174  -0.45
C 3.338 -1.493 -2.160  -0.80
C 2.252 0.367 -3.271  -0.46
C 3.241 -0.622 -3.238  -1.19
H 4.075 -2.290 -2.113  0.55
H 2.140 1.066 -4.108  0.50
H 3.923 -0.713 -4.079  0.46
N 1.529 -0.380 -1.129  1.24
P 0.505 -2.463 0.639  -0.84
P -0.047 2.110 -0.334  -1.00
C 2.253 -2.400 -0.009  -1.54
H 2.584 -3.390 -0.362  0.71
H 2.902 -2.125 0.839  0.66
C -1.592 -0.537 1.903  -0.65
O -2.538 -0.016 2.354  -0.30
C 0.190 1.365 -2.083  -1.12
H 0.256 2.153 -2.842  1.54
C -1.646 3.136 -0.418  2.48
C 1.406 3.289 -0.107  3.04
C -0.372 -3.591 -0.608  2.57
C 0.691 -3.418 2.271  2.89
C -2.801 2.307 0.168  -1.90
H -2.725 2.211 1.258  0.30
H -3.747 2.825 -0.059  0.53
H -2.865 1.303 -0.272  0.13
C -1.562 4.437 0.397  -1.79
H -1.353 4.255 1.458  0.22
H -0.830 5.141 -0.017  0.29
H -2.547 4.928 0.341  0.56
C -2.000 3.496 -1.867  -1.30
H -2.793 4.263 -1.836  0.67
H -1.159 3.935 -2.419  0.04
H -2.399 2.628 -2.413  0.08
C 1.292 3.895 1.307  -1.76
H 0.749 3.221 1.978  0.10
H 2.294 4.049 1.731  0.61
H 0.799 4.874 1.312  0.23
C 2.709 2.469 -0.178  -1.85
H 2.652 1.576 0.462  0.07
H 2.950 2.176 -1.212  0.42
H 3.538 3.092 0.202  0.73
C 1.403 4.375 -1.208  -1.55
H 0.702 4.172 -2.027  0.17
H 1.187 5.363 -0.783  0.41
H 2.401 4.446 -1.665  0.41
C -0.738 -3.628 2.803  -1.54
H -0.680 -4.110 3.793  0.49
H -1.280 -2.674 2.907  0.19
H -1.327 -4.288 2.151  0.34
C 1.504 -2.616 3.301  -2.03
H 2.516 -2.381 2.947  0.28
H 1.019 -1.674 3.581  -0.13
H 1.590 -3.217 4.223  0.75
C 1.433 -4.766 2.152  -1.55
H 2.271 -4.720 1.446  0.21
H 1.860 -5.018 3.135  0.52
H 0.774 -5.604 1.901  0.37
C 0.096 -3.268 -2.036  -1.70
H 1.151 -3.537 -2.200  0.28
H -0.509 -3.856 -2.749  0.67
H -0.040 -2.206 -2.283  -0.18
C -1.893 -3.328 -0.477  -1.47
H -2.236 -2.603 -1.230  0.06
H -2.431 -4.282 -0.611  0.54
H -2.181 -2.909 0.498  0.21
C -0.080 -5.083 -0.410  -1.93
H 0.998 -5.291 -0.417  0.29
H -0.552 -5.485 0.493  0.40
H -0.521 -5.629 -1.258  0.57
Ni -0.236 -0.272 0.413  1.75
N -1.400 -0.259 -1.163  -0.17
C -1.128 0.376 -2.197  -0.16
C -1.866 0.255 -3.593  2.29
C -1.359 1.279 -4.597  -1.87
C -1.526 -1.111 -4.175  -1.90
C -3.387 0.392 -3.393  -1.70
H -1.533 2.308 -4.278  0.28
H -0.293 1.128 -4.789  0.23
H -1.894 1.139 -5.541  0.56
H -1.858 -1.926 -3.525  0.32
H -2.021 -1.228 -5.146  0.53
H -0.443 -1.201 -4.333  0.31
H -3.808 1.095 -4.123  0.37
H -3.872 -0.578 -3.543  0.42
H -3.664 0.731 -2.389  0.27
C -0.603 -0.393 5.080  -0.55
N 0.050 0.892 4.812  0.12
C 0.126 1.929 5.736  -0.47
C 1.026 2.835 5.268  -0.64
N 1.465 2.349 4.047  0.14
C 0.824 1.179 3.728  -0.55
S 1.076 0.377 2.237  0.07
H -1.157 -0.742 4.205  0.07
H 0.131 -1.153 5.379  0.36
H -1.308 -0.251 5.903  0.33
H -0.453 1.951 6.651  0.45
H 1.376 3.767 5.669  0.46
H 2.221 2.759 3.501  0.36

Molecular formula: C33H58ClN4O8S
Method: DFT, wB97M-V/def2-TZVPD

Values from the calculation:
Expectation value of S² = 2.008
E_LUMO (alpha / beta) = -4.08 / -4.08 eV
M = 706.4 Da
Net charge = +1
Orbital gap (alpha / beta) = 6.0167 / 6.9380 eV
Multiplicity = 3

Last column: Mulliken charge in e.
Element x y z (Å)
C 3.048 1.569 1.945  -1.07
C 1.825 0.742 1.512  0.33
C 2.108 -0.111 0.313  0.33
O 2.131 -1.308 0.372  -0.57
O 2.388 0.571 -0.836  0.35
C 1.758 -0.022 -1.987  -0.32
C 1.287 1.044 -2.943  -0.46
O 2.315 1.980 -3.272  -0.42
C 2.083 3.289 -3.012  -0.39
O 2.202 4.132 -3.849  -0.49
C 1.795 3.664 -1.589  0.03
C 0.507 3.857 -1.177  0.47
C 0.204 4.186 0.125  -0.51
C -1.203 4.324 0.603  -1.36
C -2.098 3.268 -0.077  0.56
C -3.194 2.675 0.822  -1.11
C -2.854 1.270 1.319  -0.59
S -2.411 0.093 0.043  1.22
O -2.875 -1.216 0.343  -0.55
O -0.982 0.174 -0.124  -0.55
Cl -3.164 0.734 -1.753  -0.21
N 1.236 4.327 0.953  0.25
C 2.523 4.179 0.596  -1.03
C 2.849 3.837 -0.683  1.17
N 4.150 3.673 -1.116  -0.43
H 3.545 1.970 1.062  -0.11
H 2.725 2.423 2.534  0.50
H 3.768 0.976 2.494  0.40
H 1.531 0.118 2.345  0.62
H 0.988 1.405 1.290  -0.61
H 0.916 -0.616 -1.651  0.71
H 2.456 -0.659 -2.526  -0.02
H 0.983 0.518 -3.844  0.58
H 0.385 1.501 -2.539  0.03
H -0.289 3.743 -1.894  0.65
H -1.535 5.329 0.346  0.36
H -1.254 4.260 1.689  0.52
H -2.588 3.742 -0.920  0.43
H -1.459 2.477 -0.450  -0.52
H -3.395 3.282 1.700  0.44
H -4.121 2.638 0.262  0.33
H -3.742 0.859 1.797  0.31
H -2.078 1.259 2.075  0.45
H 1.025 4.555 1.917  0.37
H 3.289 4.303 1.342  0.50
H 4.313 2.802 -1.608  0.09
H 4.837 3.832 -0.393  0.40
C -8.912 -2.415 0.655  -1.89
C -7.634 -1.584 0.954  2.17
C -6.400 -2.491 0.976  -1.01
C -6.302 -3.367 2.222  -0.52
C -6.416 -2.520 3.487  -1.26
C -7.666 -1.639 3.506  1.64
N -7.783 -0.848 2.244  0.43
O -6.968 0.160 2.277  -0.57
C -8.912 -2.519 3.721  -1.75
C -7.614 -0.706 4.711  -1.83
C -7.494 -0.612 -0.208  -1.76
H -8.768 -3.483 0.821  0.33
H -9.755 -2.089 1.262  0.32
H -9.226 -2.295 -0.381  0.50
H -5.501 -1.868 0.919  -0.05
H -6.394 -3.121 0.084  0.42
H -7.072 -4.143 2.207  0.31
H -5.345 -3.892 2.220  0.43
H -6.419 -3.165 4.367  0.40
H -5.525 -1.888 3.569  0.32
H -9.822 -1.923 3.643  0.36
H -8.889 -2.955 4.719  0.44
H -8.987 -3.348 3.021  0.33
H -6.706 -0.105 4.730  0.33
H -7.637 -1.294 5.627  0.43
H -8.471 -0.031 4.720  0.45
H -8.329 0.089 -0.246  0.48
H -7.473 -1.165 -1.146  0.50
H -6.567 -0.040 -0.154  0.08
C 7.646 -1.396 -3.819  -1.75
C 7.620 -2.266 -2.533  1.96
C 6.456 -3.261 -2.589  -1.71
C 5.088 -2.617 -2.369  -0.51
C 5.080 -1.800 -1.079  0.06
C 6.209 -0.772 -1.026  1.98
N 7.530 -1.395 -1.322  0.55
O 7.953 -2.031 -0.277  -0.61
C 5.903 0.368 -2.017  -1.00
C 6.234 -0.115 0.349  -1.95
C 8.927 -3.053 -2.525  -1.94
H 6.702 -1.420 -4.364  0.33
H 7.884 -0.356 -3.597  0.31
H 8.417 -1.737 -4.508  0.48
H 6.601 -4.030 -1.825  0.43
H 6.474 -3.775 -3.552  0.39
H 4.817 -1.990 -3.225  0.21
H 4.326 -3.396 -2.311  0.52
H 4.126 -1.291 -0.972  -1.17
H 5.161 -2.483 -0.228  0.77
H 6.735 1.073 -2.067  0.64
H 5.019 0.916 -1.679  -0.77
H 5.688 0.026 -3.027  0.15
H 6.328 -0.843 1.154  0.46
H 5.302 0.429 0.505  0.26
H 7.060 0.594 0.431  0.52
H 9.788 -2.387 -2.444  0.46
H 9.014 -3.612 -3.456  0.48
H 8.972 -3.773 -1.710  0.37

Molecular formula: C33H58IrN10PSSi2
Method: DFT, wB97M-V/def2-TZVPD

Values from the calculation:
Expectation value of S² = 6.031
E_LUMO (alpha / beta) = 0.40 / -0.54 eV
M = 906.3 Da
Orbital gap (alpha / beta) = 4.8288 / 6.6700 eV
Multiplicity = 5

Last column: Mulliken charge in e.
Element x y z (Å)
Ir -1.413 0.237 0.070  1.14
C 0.402 3.134 -0.903  -0.86
Si -1.161 2.637 0.048  1.09
C -1.035 3.401 1.787  -1.55
C -2.482 3.548 -0.925  -0.08
C -2.393 4.897 -1.277  -0.53
C -3.379 5.491 -2.050  -0.68
C -4.463 4.732 -2.479  -0.68
C -4.556 3.394 -2.126  -0.59
C -3.570 2.783 -1.345  0.19
Si -3.730 1.035 -0.574  1.18
C -4.546 0.097 -1.999  -1.31
C -4.702 1.652 0.935  -1.33
H 0.556 4.213 -0.792  0.58
H 0.240 2.942 -1.966  0.18
H 1.311 2.623 -0.586  -0.01
H -0.177 4.077 1.860  0.38
H -0.949 2.658 2.580  0.44
H -1.932 3.993 1.985  0.41
H -1.546 5.496 -0.953  0.31
H -3.305 6.537 -2.324  0.40
H -5.235 5.190 -3.087  0.39
H -5.416 2.821 -2.463  0.36
H -5.626 -0.006 -1.857  0.39
H -4.135 -0.909 -2.089  0.24
H -4.368 0.636 -2.931  0.50
H -5.711 1.956 0.637  0.35
H -4.193 2.561 1.265  0.41
H -4.755 0.967 1.776  0.33
N -4.669 -3.744 0.702  -0.06
C -5.746 -3.206 1.419  -1.19
C -5.506 -1.874 1.511  -0.43
N -4.358 -1.517 0.848  0.48
C -3.880 -2.656 0.317  -0.30
C -2.722 -2.773 -0.443  -0.57
N -1.821 -1.784 -0.762  0.52
C -0.853 -2.393 -1.530  -0.06
C -1.102 -3.706 -1.701  -1.32
N -2.256 -3.992 -0.953  -0.13
H -4.766 -4.575 0.142  0.23
H -6.539 -3.819 1.809  0.44
H -6.108 -1.141 2.022  0.46
H -0.023 -1.820 -1.910  0.32
H -0.572 -4.464 -2.250  0.45
H -2.887 -4.727 -1.225  0.25
N 0.496 -0.059 0.147  -0.71
P 2.045 0.021 -0.036  -2.68
N 2.795 -1.387 0.446  1.59
C 2.414 -2.634 -0.220  0.28
C 3.539 -3.654 -0.119  -1.14
C 3.839 -4.007 1.344  -0.64
C 3.592 -2.800 2.262  -0.86
C 3.798 -1.496 1.504  0.01
N 2.539 0.216 -1.599  1.48
C 3.885 -0.205 -2.007  -0.46
C 4.268 0.483 -3.309  -1.16
C 3.319 0.075 -4.448  -0.74
C 1.915 -0.236 -3.908  -1.02
C 1.628 0.612 -2.679  -0.24
N 2.720 1.207 0.890  0.87
C 2.154 1.445 2.228  0.03
C 3.223 2.024 3.141  -0.91
C 3.703 3.390 2.629  -0.74
C 3.584 3.482 1.101  -0.59
C 3.771 2.122 0.445  -0.47
H 2.189 -2.421 -1.269  0.08
H 1.493 -3.054 0.203  -0.37
H 4.430 -3.235 -0.594  0.27
H 3.271 -4.545 -0.689  0.51
H 4.877 -4.337 1.430  0.40
H 3.220 -4.848 1.664  0.28
H 4.246 -2.834 3.135  0.47
H 2.564 -2.807 2.636  0.10
H 4.816 -1.464 1.089  0.32
H 3.706 -0.646 2.174  -0.25
H 3.927 -1.294 -2.143  0.16
H 4.602 0.039 -1.221  0.49
H 5.302 0.241 -3.557  0.49
H 4.228 1.564 -3.154  0.31
H 3.716 -0.793 -4.978  0.38
H 3.264 0.886 -5.176  0.36
H 1.838 -1.291 -3.626  0.15
H 1.155 -0.061 -4.670  0.64
H 0.603 0.487 -2.326  -0.05
H 1.754 1.673 -2.923  0.33
H 1.767 0.503 2.624  0.47
H 1.297 2.122 2.164  -0.43
H 4.064 1.325 3.186  0.22
H 2.831 2.106 4.156  0.46
H 4.736 3.556 2.941  0.35
H 3.110 4.187 3.083  0.36
H 4.315 4.183 0.696  0.57
H 2.598 3.860 0.823  -0.14
H 4.769 1.727 0.690  0.50
H 3.716 2.216 -0.641  0.10
C -2.667 -3.924 2.939  -1.09
N -2.680 -2.475 2.958  0.05
C -1.691 -1.716 2.502  0.12
N -0.550 -2.291 2.096  -0.01
S -1.869 -0.010 2.457  -0.57
H -3.670 -4.277 3.160  0.36
H -1.974 -4.320 3.683  0.31
H -2.401 -4.297 1.946  0.33
H -3.551 -1.992 3.121  0.37
H -0.556 -3.266 1.837  0.40
H 0.058 -1.679 1.547  -0.44

Number 1: calculated total energy -75625.4253 eV. Number 2: calculated total energy -113604.6067 eV. Number 3: calculated total energy -80850.2022 eV. Number 4: calculated total energy -88782.8832 eV.